The following is a DFT calculation (wB97M-V/def2-TZVPD) of 12 unconnected molecules or ions with the total composition C56H150N18O14P4 at a distorted geometry.

Element x y z (Å)
C 4.50 -0.38 -1.47
N 5.19 0.71 -2.20
C 4.42 1.54 -3.12
P 6.63 1.33 -1.48
O 7.49 0.32 -0.79
N 7.65 2.04 -2.71
C 8.01 1.26 -3.96
C 8.84 2.70 -2.09
N 6.05 2.65 -0.55
C 5.81 3.92 -1.15
C 5.38 2.48 0.78
H 3.95 0.05 -0.64
H 5.20 -1.11 -1.06
H 3.78 -0.95 -2.05
H 3.80 2.21 -2.52
H 3.70 0.95 -3.69
H 5.00 2.20 -3.77
H 7.10 0.76 -4.29
H 8.41 1.92 -4.73
H 8.73 0.48 -3.74
H 9.43 3.22 -2.84
H 8.61 3.40 -1.29
H 9.54 1.96 -1.70
H 6.71 4.52 -1.00
H 5.58 3.87 -2.22
H 4.99 4.46 -0.67
H 5.70 1.52 1.19
H 4.31 2.56 0.58
H 5.74 3.26 1.45
C 0.28 -8.06 -3.14
N -0.52 -6.75 -3.01
C -1.98 -6.84 -3.45
P 0.28 -5.22 -3.25
O -0.66 -4.09 -3.38
N 1.25 -5.19 -1.82
C 2.24 -4.12 -1.69
C 0.64 -5.58 -0.53
N 1.30 -5.35 -4.64
C 0.74 -4.94 -5.89
C 2.44 -6.31 -4.72
H -0.27 -8.96 -2.90
H 1.19 -8.02 -2.54
H 0.59 -8.06 -4.18
H -2.21 -7.91 -3.42
H -2.16 -6.41 -4.43
H -2.50 -6.26 -2.69
H 2.50 -3.81 -2.70
H 1.86 -3.23 -1.18
H 3.11 -4.47 -1.14
H -0.05 -4.81 -0.19
H 0.07 -6.51 -0.64
H 1.45 -5.84 0.14
H 0.59 -5.79 -6.55
H -0.13 -4.29 -5.84
H 1.58 -4.38 -6.31
H 2.16 -7.20 -5.28
H 2.70 -6.65 -3.71
H 3.32 -5.83 -5.14
C -2.26 3.32 2.62
N -3.36 2.96 3.60
C -3.35 3.86 4.75
P -4.12 1.39 3.62
O -3.22 0.33 4.21
N -5.68 1.54 4.32
C -6.23 0.39 5.08
C -6.68 2.38 3.66
N -4.53 1.12 1.98
C -4.91 2.18 1.05
C -5.03 -0.24 1.63
H -1.71 4.24 2.75
H -2.73 3.28 1.63
H -1.54 2.51 2.52
H -3.59 4.87 4.42
H -2.36 3.80 5.20
H -4.08 3.58 5.51
H -5.66 0.24 5.99
H -7.30 0.50 5.26
H -6.02 -0.53 4.54
H -6.21 3.19 3.11
H -7.13 1.80 2.86
H -7.33 2.59 4.51
H -4.75 3.16 1.52
H -4.30 2.12 0.14
H -5.95 2.00 0.81
H -5.01 -0.92 2.48
H -4.45 -0.66 0.80
H -6.07 -0.20 1.30
C -0.74 4.18 -0.16
N -0.45 4.35 -1.59
C -1.63 4.29 -2.47
P 1.11 4.77 -2.21
O 2.29 4.35 -1.45
N 1.10 4.28 -3.85
C 1.14 2.84 -4.06
C 1.98 5.01 -4.77
N 0.86 6.48 -2.25
C -0.07 7.02 -3.23
C 0.96 7.25 -1.03
H -1.71 4.60 0.08
H -0.01 4.62 0.52
H -0.77 3.10 0.00
H -2.31 5.09 -2.18
H -2.09 3.31 -2.40
H -1.43 4.37 -3.54
H 2.04 2.50 -3.56
H 0.22 2.36 -3.72
H 1.16 2.55 -5.11
H 1.43 5.16 -5.69
H 2.18 6.01 -4.39
H 2.91 4.46 -4.96
H -1.11 6.71 -3.15
H -0.08 8.10 -3.03
H 0.28 6.90 -4.25
H 1.36 8.24 -1.26
H 1.64 6.86 -0.27
H -0.01 7.31 -0.53
C 1.03 5.96 4.81
O 2.01 4.86 4.75
C 1.56 3.79 3.86
C 2.30 2.46 4.11
C 1.70 1.39 3.21
N 2.11 2.02 5.53
H 0.48 6.17 3.89
H 1.46 6.95 4.99
H 0.35 5.63 5.59
H 0.49 3.57 3.94
H 1.72 4.11 2.83
H 3.33 2.65 3.83
H 0.61 1.36 3.23
H 2.09 0.44 3.55
H 2.12 1.48 2.21
H 2.87 1.45 5.86
H 2.20 2.83 6.13
C 0.55 -4.27 7.64
O 1.41 -3.98 6.64
C 0.88 -4.48 5.37
C 1.94 -4.51 4.28
C 1.39 -4.66 2.88
N 2.84 -5.66 4.49
H 0.70 -5.27 8.03
H -0.51 -4.23 7.37
H 0.73 -3.64 8.52
H 0.41 -5.46 5.45
H 0.08 -3.85 4.99
H 2.54 -3.60 4.31
H 0.98 -3.73 2.49
H 0.70 -5.49 2.79
H 2.20 -4.90 2.18
H 3.71 -5.36 4.08
H 3.15 -5.58 5.45
C -0.84 -1.13 2.25
O -0.09 -0.89 1.07
C -0.78 -1.12 -0.14
C 0.04 -0.89 -1.47
C 0.44 0.56 -1.71
N -0.61 -1.46 -2.65
H -0.32 -0.72 3.12
H -1.01 -2.18 2.48
H -1.74 -0.53 2.19
H -1.28 -2.09 -0.15
H -1.53 -0.33 -0.14
H 0.97 -1.45 -1.41
H -0.48 1.14 -1.60
H 0.95 0.65 -2.67
H 1.18 0.78 -0.94
H -0.70 -2.47 -2.65
H 0.03 -1.22 -3.39
C -4.03 -4.46 0.35
O -4.63 -3.77 -0.74
C -3.70 -3.45 -1.72
C -4.19 -2.46 -2.79
C -5.34 -3.06 -3.58
N -3.18 -2.29 -3.80
H -4.86 -4.72 1.01
H -3.34 -3.77 0.83
H -3.47 -5.37 0.18
H -2.91 -2.90 -1.21
H -3.22 -4.34 -2.12
H -4.45 -1.48 -2.39
H -5.06 -3.90 -4.21
H -5.84 -2.28 -4.15
H -6.11 -3.39 -2.89
H -2.41 -1.81 -3.35
H -2.71 -3.17 -3.90
C -0.55 -0.08 10.41
O -1.07 -0.17 9.07
C -1.00 1.01 8.25
C -1.17 0.62 6.79
C -0.33 -0.59 6.37
N -0.84 1.71 5.89
H -1.06 0.70 10.97
H 0.51 0.07 10.23
H -0.65 -1.03 10.94
H -1.83 1.65 8.54
H -0.04 1.48 8.46
H -2.21 0.29 6.71
H -0.55 -1.06 5.41
H -0.40 -1.48 7.00
H 0.70 -0.25 6.35
H 0.15 1.87 5.79
H -1.13 1.40 4.97
C -1.78 0.82 -5.20
O -1.72 2.06 -5.78
C -2.90 2.82 -5.91
C -2.76 4.11 -6.75
C -1.94 5.24 -6.04
N -4.07 4.66 -7.20
H -0.96 0.14 -5.41
H -2.63 0.27 -5.61
H -1.95 0.88 -4.12
H -3.66 2.22 -6.41
H -3.31 3.12 -4.94
H -2.26 3.78 -7.66
H -0.92 4.88 -5.90
H -2.36 5.77 -5.19
H -1.85 5.97 -6.85
H -4.73 4.80 -6.45
H -3.79 5.61 -7.43
O 1.64 -1.11 -4.52
C 2.42 -0.98 -5.47
C 3.48 -2.04 -5.92
C 4.15 -1.26 -7.07
C 3.64 0.22 -6.99
O 2.46 0.18 -6.15
H 4.24 -2.25 -5.18
H 3.01 -2.96 -6.27
H 5.22 -1.31 -6.90
H 3.98 -1.77 -8.01
H 4.46 0.86 -6.67
H 3.35 0.50 -8.00
O -3.34 -5.86 3.42
C -3.36 -4.85 4.13
C -3.14 -4.69 5.62
C -3.24 -3.14 5.72
C -3.15 -2.57 4.34
O -3.31 -3.68 3.50
H -3.91 -5.26 6.15
H -2.14 -5.04 5.83
H -4.24 -2.90 6.08
H -2.45 -2.74 6.36
H -4.05 -1.97 4.17
H -2.23 -2.01 4.15

Results
HOMO-LUMO gap   0.3035 Eh
Total energy   -153145.305 eV
Strongest force on any atom   3.73 eV Å⁻¹
SMILES   CN(C)P(=O)(N(C)C)N(C)C.CN(C)P(=O)(N(C)C)N(C)C.CN(C)P(=O)(N(C)C)N(C)C.CN(C)P(=O)(N(C)C)N(C)C.COC[C@H](C)N.COC[C@H](C)N.COC[C@H](C)N.COC[C@H](C)N.COC[C@H](C)N.COC[C@H](C)N.O=C1CCCO1.O=C1CCCO1
Charge   0